Record 1
{"formula": "C22H58N3O7PS6", "method": "ωB97M-V/def2-TZVPD", "total_charge": 0, "largest_force_ev_per_a": 3.4, "homo_ev": -6.88, "symbols": ["C", "C", "C", "C", "C", "C", "C", "N", "N", "C", "O", "C", "C", "P", "N", "H", "H", "H", "H", "H", "H", "H", "H", "H", "H", "H", "H", "H", "H", "H", "H", "H", "H", "H", "H", "H", "H", "C", "S", "O", "C", "H", "H", "H", "H", "H", "H", "C", "S", "O", "C", "H", "H", "H", "H", "H", "H", "C", "S", "O", "C", "H", "H", "H", "H", "H", "H", "C", "S", "O", "C", "H", "H", "H", "H", "H", "H", "C", "S", "O", "C", "H", "H", "H", "H", "H", "H", "C", "S", "O", "C", "H", "H", "H", "H", "H", "H"], "positions_angstrom": [[4.09076, -1.36128, 3.32345], [2.89181, -0.84459, 2.36106], [3.59753, -0.09232, 1.14461], [2.67100, 0.18784, -0.12653], [1.40561, -0.77129, -0.27689], [0.11422, -0.26162, 0.51826], [0.19891, 1.05461, 1.41284], [-0.11205, 2.25827, 0.56835], [-0.68082, 0.77749, 2.58581], [-0.46650, -0.66721, 2.85614], [-0.19068, -1.19821, 3.93857], [-0.72421, -1.29134, 1.41177], [-2.33449, -1.14023, 1.26896], [-0.49882, -3.15241, 1.15825], [-0.54868, -3.40341, -0.44840], [4.69244, -0.51359, 3.76903], [4.80689, -1.91607, 2.61780], [3.70441, -2.10697, 4.08216], [2.28880, -0.12430, 3.01337], [2.31289, -1.77504, 2.08220], [3.91921, 0.93636, 1.54282], [4.56724, -0.64719, 0.91142], [3.32660, -0.00403, -1.04948], [2.34636, 1.28216, -0.23240], [1.13212, -0.83805, -1.38274], [1.73069, -1.83154, 0.00760], [-0.60367, -0.01042, -0.33428], [1.22322, 1.34949, 1.83317], [0.44379, 3.03141, 0.97489], [-1.09133, 2.52541, 0.75789], [-0.28778, 1.27303, 3.40729], [-2.82142, -2.08496, 0.87160], [-2.73241, -0.96169, 2.31538], [-2.53511, -0.27169, 0.56726], [-1.56998, -3.92099, 1.75292], [0.79932, -3.60029, 1.58405], [-0.68765, -2.48874, -0.90259], [8.93594, 0.86738, 1.13337], [7.29180, 1.21948, 0.47591], [6.49731, -0.04241, 0.55927], [7.81483, 1.41644, -1.23904], [8.84573, 0.67122, 2.20211], [9.35452, -0.00994, 0.63759], [9.58306, 1.73219, 0.97777], [8.30451, 0.50492, -1.58623], [8.49932, 2.26337, -1.31614], [6.93189, 1.60892, -1.85060], [-7.08523, -3.03613, 0.06269], [-5.48104, -3.85826, 0.14939], [-4.49457, -2.86222, 0.67295], [-5.23643, -3.97406, -1.63382], [-7.42233, -2.82698, 1.07872], [-6.99484, -2.09874, -0.48964], [-7.80529, -3.69279, -0.42818], [-5.26189, -2.97724, -2.07784], [-6.01806, -4.59961, -2.06807], [-4.26301, -4.42989, -1.81881], [-6.31602, 1.72239, -1.79749], [-7.42847, 0.47814, -2.48058], [-6.70463, -0.83083, -2.45932], [-7.37935, 1.09635, -4.17528], [-6.16791, 1.50920, -0.73847], [-5.35448, 1.68488, -2.31264], [-6.76399, 2.71191, -1.90791], [-6.35104, 1.09866, -4.54070], [-7.79199, 2.10604, -4.20604], [-7.98469, 0.43907, -4.79986], [6.25088, 5.07418, -2.84324], [5.11060, 3.84314, -3.50861], [5.81646, 2.52674, -3.49551], [5.14484, 4.45709, -5.20531], [6.41050, 4.86040, -1.78598], [7.20428, 5.02270, -3.37195], [5.81512, 6.06891, -2.94920], [6.16780, 4.44438, -5.58517], [4.74570, 5.47229, -5.23309], [4.52189, 3.80680, -5.81956], [-4.67530, 6.31415, -2.07759], [-5.34128, 5.02254, -1.00739], [-6.83100, 5.08805, -1.09934], [-4.85917, 5.80398, 0.54614], [-4.89710, 6.05289, -3.11249], [-5.13958, 7.27207, -1.83769], [-3.59409, 6.37595, -1.94393], [-5.31173, 6.79411, 0.62057], [-3.77177, 5.88284, 0.59177], [-5.21132, 5.18149, 1.36889], [0.47847, -8.30069, 2.82378], [-0.50670, -6.79831, 2.99530], [-0.31350, -5.99325, 1.75220], [0.51352, -6.05327, 4.28471], [0.04204, -8.91064, 2.03266], [1.50553, -8.04394, 2.55917], [0.45937, -8.85741, 3.76214], [1.53853, -5.93809, 3.92805], [0.49346, -6.68423, 5.17481], [0.10164, -5.07291, 4.52711]], "atomic_forces_ev_per_a": [[-0.1, -0.5, -1.4], [1.6, 0.3, 1.2], [-0.7, 0.5, 0.7], [0.4, -0.4, -1.0], [0.8, 0.1, 0.1], [-1.2, -0.6, -1.1], [1.2, 0.4, -0.6], [-0.4, 0.1, 1.7], [1.9, -1.2, 1.3], [-0.2, -0.3, -0.1], [-0.9, 1.5, -2.7], [-0.3, 0.1, 2.1], [0.7, -0.1, 0.0], [0.4, 0.3, -3.3], [-0.2, 0.7, 1.2], [-0.9, -0.9, -0.3], [-0.9, 0.6, 1.2], [0.5, 1.1, -0.6], [0.4, -1.1, -1.1], [0.4, 1.3, 0.2], [-0.2, -1.4, -0.5], [-1.7, 0.8, 0.0], [-0.9, 0.3, 1.2], [0.4, -1.5, 0.4], [0.3, 0.1, 1.5], [-0.7, 1.5, -0.3], [0.8, 0.0, 1.2], [-1.1, -1.2, -0.8], [-0.5, -0.5, -0.5], [0.4, -0.3, -0.4], [-0.6, -0.2, -0.6], [0.8, 1.4, 0.4], [0.1, 0.0, -1.4], [0.0, -1.0, 1.0], [0.9, 0.9, 0.5], [-0.9, 0.2, 0.7], [0.0, -0.6, 0.1], [0.1, -0.1, 0.1], [0.0, -0.2, -0.2], [0.7, 0.3, -0.1], [-0.1, -0.1, 0.0], [-0.1, 0.0, -0.1], [-0.1, 0.0, 0.0], [-0.1, 0.0, 0.0], [0.0, 0.0, 0.1], [0.0, 0.0, 0.1], [0.1, 0.0, 0.1], [0.0, 0.2, 0.1], [0.0, 0.0, -0.2], [-0.7, -0.3, -0.2], [0.1, 0.1, -0.1], [0.1, -0.1, 0.0], [0.1, -0.1, -0.1], [0.1, 0.0, 0.0], [-0.1, 0.0, 0.1], [0.0, 0.0, 0.1], [0.0, 0.0, 0.2], [0.1, 0.0, -0.1], [0.2, 0.0, 0.0], [-0.1, 0.3, -0.1], [0.1, 0.0, -0.1], [-0.1, -0.1, -0.1], [-0.1, -0.1, 0.0], [-0.1, -0.1, 0.0], [0.0, 0.0, 0.1], [0.0, 0.0, 0.1], [0.0, 0.0, 0.1], [0.1, 0.0, 0.0], [0.0, -0.1, 0.0], [-0.1, 0.4, -0.1], [0.1, 0.0, -0.1], [-0.1, -0.1, -0.1], [-0.1, -0.1, 0.0], [0.0, -0.1, 0.0], [0.0, 0.0, 0.1], [0.0, 0.0, 0.1], [0.0, 0.0, 0.1], [0.0, 0.1, 0.0], [-0.1, 0.1, 0.0], [0.4, 0.0, 0.0], [0.0, 0.1, 0.1], [0.0, -0.1, 0.1], [0.0, -0.1, 0.0], [0.0, -0.1, 0.0], [0.0, -0.1, -0.1], [0.0, -0.1, 0.0], [0.0, 0.0, -0.1], [0.1, 0.0, -0.1], [0.1, 0.1, -0.1], [0.1, -0.4, 0.4], [0.1, 0.1, 0.0], [0.0, 0.1, 0.0], [-0.1, 0.1, 0.0], [-0.1, 0.1, 0.0], [-0.1, 0.0, -0.1], [-0.1, 0.0, 0.0], [0.0, -0.1, -0.1]], "lowdin_charge": [-0.12, -0.24, -0.22, -0.20, -0.17, -0.21, -0.36, 0.04, 0.08, -0.41, 0.05, -0.43, -0.08, 0.78, -0.31, 0.07, 0.08, 0.07, 0.10, 0.08, 0.11, 0.07, 0.11, 0.10, 0.11, 0.10, 0.13, 0.13, 0.07, 0.07, 0.13, 0.01, 0.10, 0.09, 0.03, 0.00, -0.05, -0.27, 0.82, -0.56, -0.27, 0.05, 0.06, 0.05, 0.06, 0.05, 0.01, -0.27, 0.84, -0.58, -0.26, 0.05, 0.02, 0.05, 0.04, 0.05, 0.05, -0.28, 0.83, -0.57, -0.27, 0.06, 0.06, 0.02, 0.06, 0.05, 0.05, -0.27, 0.82, -0.56, -0.27, 0.05, 0.06, 0.05, 0.06, 0.05, 0.05, -0.27, 0.80, -0.55, -0.26, 0.05, 0.06, 0.05, 0.06, 0.05, 0.05, -0.27, 0.81, -0.61, -0.27, 0.05, 0.06, 0.05, 0.06, 0.05, 0.05]}

Record 2
{"formula": "C22H58N4O13", "method": "ωB97M-V/def2-TZVPD", "total_charge": 1, "largest_force_ev_per_a": 6.8, "homo_ev": [-11.53, -11.53], "multiplicity": 2, "symbols": ["C", "O", "H", "H", "H", "H", "C", "O", "H", "H", "H", "H", "C", "O", "H", "H", "H", "H", "C", "O", "H", "H", "H", "H", "C", "O", "H", "H", "H", "H", "C", "O", "H", "H", "H", "H", "C", "C", "C", "O", "C", "O", "O", "H", "H", "H", "H", "H", "H", "C", "O", "N", "C", "C", "H", "H", "H", "H", "H", "H", "H", "C", "O", "N", "C", "C", "H", "H", "H", "H", "H", "H", "H", "C", "O", "N", "C", "C", "H", "H", "H", "H", "H", "H", "H", "C", "O", "N", "C", "C", "H", "H", "H", "H", "H", "H", "H"], "positions_angstrom": [[0.07155, -2.01022, 4.10675], [1.01416, -2.53195, 3.21361], [0.46145, -1.02026, 4.34354], [-0.95068, -1.78348, 3.80388], [-0.02038, -2.62005, 5.00551], [1.03119, -1.92048, 2.47374], [-2.49961, -4.21830, 0.97875], [-3.77986, -4.85635, 0.79811], [-1.84306, -4.76364, 1.65672], [-2.10998, -4.08350, -0.03028], [-2.73309, -3.23892, 1.39636], [-4.30882, -4.45739, 0.10340], [0.45890, -5.51667, -4.21051], [-0.65540, -5.31615, -5.04842], [-0.00158, -6.29985, -3.60828], [1.30699, -5.88847, -4.78550], [0.84366, -4.74497, -3.54377], [-0.56679, -4.59003, -5.67011], [1.47779, -5.88041, 0.98317], [0.06356, -6.16441, 0.86504], [1.97366, -6.83146, 1.17736], [2.01590, -5.42491, 0.15188], [1.60065, -5.24120, 1.85748], [0.13748, -7.10528, 0.68924], [3.77015, 0.96089, 3.55540], [3.03725, 2.13243, 3.36740], [3.54492, 0.23648, 2.77271], [4.84088, 1.14944, 3.63337], [3.55597, 0.54915, 4.54165], [3.35937, 2.58138, 2.58236], [4.91246, -2.40746, 0.37329], [5.66821, -2.64080, -0.85627], [4.75138, -1.37956, 0.69821], [3.97323, -2.94769, 0.25450], [5.37044, -2.92243, 1.21777], [5.13175, -2.40996, -1.61819], [-2.81405, -0.89812, -1.00539], [-2.84282, 0.39374, -0.15502], [-3.10555, 1.66909, -0.89794], [-3.78397, 2.46409, -0.06770], [-4.36805, 1.73916, 0.89711], [-5.29143, 2.12944, 1.72191], [-3.89026, 0.53724, 0.79378], [-3.84575, -1.08489, -1.30339], [-2.32165, -1.79536, -0.63042], [-2.21146, -0.69575, -1.89085], [-1.97217, 0.62272, 0.45951], [-3.59698, 1.36988, -1.82373], [-2.20519, 2.18229, -1.23568], [1.40885, -0.37344, 0.06414], [1.44564, -0.58168, 1.21357], [1.08425, -1.24456, -0.86049], [0.91277, -0.75618, -2.24677], [0.88879, -2.71699, -0.61189], [1.42865, 0.65238, -0.33525], [1.78398, -1.14906, -2.77092], [0.86907, 0.33294, -2.24547], [0.20777, -1.24490, -2.91925], [1.17299, -3.01756, 0.39657], [-0.15131, -3.04267, -0.59630], [1.57945, -3.28620, -1.23404], [-1.20386, 3.57611, -5.65585], [-1.73047, 3.48110, -6.75084], [-0.65178, 2.55051, -4.89869], [-0.37451, 1.13383, -5.42891], [0.21600, 2.99624, -3.83384], [-1.02333, 4.52044, -5.11932], [-0.81850, 0.73791, -6.34227], [-0.62224, 0.46149, -4.60751], [0.71347, 1.09671, -5.48374], [1.29877, 2.99105, -3.95902], [-0.01787, 4.01152, -3.51353], [0.04403, 2.39107, -2.94373], [-2.38044, 1.74599, 4.48204], [-2.52215, 0.52181, 4.69066], [-1.67966, 2.30063, 3.49771], [-1.81065, 3.72469, 3.14462], [-0.61524, 1.58028, 2.81679], [-2.88881, 2.51835, 5.07971], [-2.14234, 3.96378, 2.13422], [-0.77827, 4.06936, 3.20368], [-2.27683, 4.35084, 3.90535], [-0.74258, 1.56387, 1.73437], [0.36035, 2.03133, 2.99809], [-0.57093, 0.50712, 3.00245], [1.14781, 3.85854, 0.35727], [0.63906, 2.99059, -0.28068], [0.66581, 5.09211, 0.57036], [1.27157, 5.92485, 1.65658], [-0.51874, 5.58968, -0.09395], [2.08403, 3.64221, 0.89474], [0.46583, 5.86991, 2.38862], [1.52429, 6.90219, 1.24543], [2.20189, 5.48568, 2.01677], [-0.24696, 6.35124, -0.82488], [-1.07419, 4.81226, -0.61854], [-1.22820, 6.05589, 0.58973]], "atomic_forces_ev_per_a": [[0.4, 1.1, 0.8], [-0.7, -1.0, -0.3], [0.0, 0.3, 0.9], [-0.3, -0.6, -0.9], [0.3, 0.0, -0.1], [0.4, 0.1, -0.4], [-1.8, 0.6, -0.8], [0.4, -0.9, 0.8], [-0.3, -0.2, -0.4], [0.8, -0.1, 0.2], [0.5, 0.3, 0.2], [0.4, 0.2, 0.0], [-0.3, -1.4, -0.1], [-0.5, 1.1, -0.3], [1.0, -0.2, 0.5], [0.1, -0.2, 0.1], [-0.5, 0.7, -0.2], [0.3, 0.1, 0.0], [-0.1, -0.2, 1.2], [1.3, 0.0, -0.7], [0.3, 0.1, 0.2], [-0.6, 0.1, -0.5], [0.1, 0.1, 0.0], [-1.0, -0.1, -0.2], [0.8, -0.9, 0.5], [-0.9, 1.1, 0.0], [0.1, -0.2, 0.1], [0.2, 0.1, -0.5], [-0.5, 0.0, -0.1], [0.1, -0.1, 0.0], [-0.1, -1.3, -0.8], [0.0, 0.5, 1.4], [0.1, 0.2, -0.6], [-0.4, 0.4, 0.1], [0.6, 0.0, -0.3], [-0.1, 0.1, 0.2], [0.0, 1.0, 0.3], [1.3, 0.5, 0.5], [2.5, -1.7, -3.8], [-2.1, 3.1, 1.9], [-4.8, 2.0, 3.0], [5.2, -1.7, -4.0], [-1.2, -3.1, 1.8], [0.1, -0.3, -0.1], [-0.4, 0.2, 0.8], [-0.2, 0.4, -0.3], [0.7, -0.9, -0.2], [-0.9, 0.6, -0.1], [0.2, -0.1, 0.2], [-1.4, 1.9, -3.5], [0.7, -0.8, 5.5], [-1.5, -2.4, -2.1], [1.6, -1.1, 0.0], [0.6, 0.9, 0.9], [0.5, 0.2, -0.1], [0.7, 0.8, -0.2], [-0.1, -0.2, -0.3], [-1.2, 0.1, 1.0], [0.4, 0.7, 0.2], [0.0, 0.2, -0.9], [-0.5, 0.0, -0.5], [0.3, -1.0, -1.1], [0.4, 0.0, 1.3], [-0.1, -0.5, -1.7], [0.6, 1.3, 1.7], [-0.2, -0.4, 1.3], [-0.4, 0.2, -0.2], [-0.3, 1.0, 0.0], [-0.3, -0.1, 0.0], [0.1, -0.2, -0.4], [0.1, -0.3, -0.8], [-0.2, 0.0, -0.2], [-0.1, -0.1, 0.2], [-2.5, -1.6, 2.4], [1.0, 2.2, -0.8], [1.8, 0.4, -2.5], [1.3, 0.4, 1.1], [-0.1, -1.1, -0.8], [-0.2, -0.4, 0.1], [-0.4, -0.7, 0.0], [0.3, 0.1, -0.3], [-0.7, -0.6, -0.1], [-0.2, 0.8, -0.3], [0.1, 0.2, 0.3], [-0.3, 0.2, 0.9], [0.9, 1.0, 1.4], [-1.4, -1.8, -1.7], [0.9, 0.2, 0.5], [-0.8, -0.9, -1.4], [-0.3, 0.2, -0.3], [0.2, 0.4, 0.1], [0.6, 1.0, 0.6], [-0.4, 0.2, 0.4], [-0.3, -0.2, 0.0], [0.0, 0.1, 0.0], [0.4, -0.2, 0.1], [0.2, 0.0, 0.3]], "mulliken_spin": [0.00, 0.00, 0.00, 0.00, 0.00, 0.00, 0.00, 0.00, 0.00, 0.00, 0.00, 0.00, 0.00, 0.00, 0.00, 0.00, 0.00, 0.00, 0.00, 0.00, 0.00, 0.00, 0.00, 0.00, 0.00, 0.00, 0.00, 0.00, 0.00, 0.00, 0.00, 0.00, 0.00, 0.00, 0.00, 0.00, 0.00, 0.00, 0.00, 0.00, 0.00, 0.00, 0.00, 0.00, 0.00, 0.00, 0.01, 0.00, 0.00, 0.00, 0.00, 0.00, 0.00, 0.00, 0.00, 0.00, 0.00, 0.00, 0.00, 0.00, 0.00, 0.00, 0.00, 0.00, 0.00, 0.00, 0.00, 0.00, 0.00, 0.00, 0.00, 0.00, 0.00, -0.17, 0.45, 0.54, 0.01, 0.01, 0.00, 0.02, 0.02, 0.01, 0.03, 0.03, 0.02, 0.00, 0.00, 0.00, 0.00, 0.00, 0.00, 0.00, 0.00, 0.00, 0.00, 0.00, 0.00]}